Entry 1:
Molecular formula: C9H9BrINO
Method: DFT, ωB97M-V with the def2-TZVPD basis set

The geometry in ORCA input format:
```
! RIJCOSX wB97M-V def2-TZVPD def2/J DEFGRID3
* xyz 0 1
C 2.981 -1.362 -0.497
C 2.094 -1.375 -1.503
C 2.808 -0.489 0.598
C 0.982 -0.510 -1.463
C 1.777 0.342 0.628
C 0.841 0.398 -0.452
C -1.717 0.448 1.179
C -0.150 1.505 -0.416
C -3.680 -0.150 1.101
N -1.477 0.806 -0.103
O -1.148 0.478 2.202
Br -3.506 -1.880 0.310
I -5.019 1.193 0.125
H 3.946 -1.787 -0.257
H 2.123 -2.036 -2.262
H 3.603 -0.477 1.363
H 0.517 -0.519 -2.419
H 1.427 0.941 1.460
H -0.026 2.194 0.401
H -0.212 2.016 -1.358
H -3.946 -0.201 2.195
H -2.219 0.467 -0.832
*
```

E_HOMO: -8.64 eV
energy relative to the best compared isomer or geometry (same formula, charge and spin): 42.8 kcal/mol
LUMO level: 0.13 eV
frontier orbital gap: 8.77 eV

=====

Entry 2:
Molecular formula: C9H9ClN2
Method: DFT, ωB97M-V with the def2-TZVPD basis set

The geometry in ORCA input format:
```
! RIJCOSX wB97M-V def2-TZVPD def2/J DEFGRID3
* xyz 0 1
C 2.317 0.892 -0.284
C 1.065 1.067 0.487
C 0.162 -0.097 0.261
C 0.358 -1.311 0.902
C -0.514 -2.388 0.841
C -1.696 -2.321 0.098
C -1.915 -1.148 -0.591
C -0.934 -0.179 -0.634
N 0.214 2.347 0.365
N 0.118 3.344 -0.844
C -0.890 2.649 -0.523
Cl -2.470 2.184 -0.310
H 2.847 -0.017 0.153
H 2.905 1.831 -0.474
H 2.249 0.505 -1.366
H 1.291 1.179 1.563
H 1.307 -1.628 1.404
H -0.165 -3.309 1.423
H -2.430 -3.110 0.247
H -2.619 -1.079 -1.324
H -1.199 0.587 -1.395
*
```

E_HOMO: -8.69 eV
energy relative to the best compared isomer or geometry (same formula, charge and spin): 128.5 kcal/mol
LUMO level: 0.54 eV
SMILES: C[C@H](c1ccccc1)N1N=C1Cl
frontier orbital gap: 9.23 eV

=====

Entry 3:
Molecular formula: C9H9ClN2
Method: DFT, ωB97M-V with the def2-TZVPD basis set

The geometry in ORCA input format:
```
! RIJCOSX wB97M-V def2-TZVPD def2/J DEFGRID3
* xyz 0 1
C -0.839 -0.001 -2.141
C -1.407 -0.206 -0.734
Cl -2.853 0.989 -0.756
N -1.873 -1.469 -0.403
C -1.106 -2.225 0.185
C 0.329 -1.841 0.602
C 0.440 -0.372 1.058
N 1.376 -0.129 1.931
C 1.590 1.134 2.228
C 0.760 2.158 1.807
C -0.334 1.892 0.917
C -0.365 0.588 0.451
H -1.644 -0.308 -2.661
H 0.014 -0.693 -2.406
H -0.559 0.977 -2.122
H -1.405 -3.189 0.470
H 0.825 -1.961 -0.407
H 0.718 -2.646 1.296
H 2.330 1.227 2.974
H 0.824 3.164 2.278
H -1.125 2.740 0.681
*
```

E_HOMO: -9.66 eV
energy relative to the best compared isomer or geometry (same formula, charge and spin): 47.4 kcal/mol
LUMO level: 0.77 eV
SMILES: C[C@@]1(Cl)N=CCc2ncccc21
frontier orbital gap: 10.43 eV

=====

Entry 4:
Molecular formula: C9H9ClO
Method: DFT, ωB97M-V with the def2-TZVPD basis set

The geometry in ORCA input format:
```
! RIJCOSX wB97M-V def2-TZVPD def2/J DEFGRID3
* xyz 0 3
C -0.664 -0.755 -2.029
C 0.451 -1.021 -1.404
C -2.187 -0.733 0.461
C 2.241 0.373 2.672
C 1.587 1.083 1.780
C -1.716 0.219 -1.679
C 0.945 -0.644 -0.085
C -2.152 0.346 -0.240
C 1.195 0.570 0.391
O -2.334 -1.696 1.110
Cl 0.881 1.900 -0.707
H -0.775 -1.103 -3.014
H 0.932 -1.946 -1.782
H 2.483 0.899 3.597
H 2.754 -0.548 2.568
H 1.289 2.101 2.021
H -1.358 1.134 -2.119
H -2.587 0.013 -2.263
H 1.103 -1.636 0.597
H -2.090 1.444 0.124
*
```

<S²>: 2.032
E_HOMO (spin up / spin down): -5.42 / -8.91 eV
energy relative to the best compared isomer or geometry (same formula, charge and spin): 39.3 kcal/mol
LUMO level (spin up / spin down): 0.60 / -2.61 eV
frontier orbital gap (spin up / spin down): 6.02 / 6.29 eV

=====

Entry 5:
Molecular formula: C9H9F
Method: DFT, ωB97M-V with the def2-TZVPD basis set

The geometry in ORCA input format:
```
! RIJCOSX wB97M-V def2-TZVPD def2/J DEFGRID3
* xyz 0 1
C 2.104 0.510 2.540
C 1.174 0.791 1.452
C 0.444 1.021 0.511
C -0.454 1.110 -0.561
C 0.071 0.481 -1.848
C 0.046 -0.835 -2.023
C -0.471 -1.626 -0.995
C -1.349 -1.151 -0.135
F -2.056 -1.978 0.688
C -1.735 0.296 -0.206
H 1.560 0.369 3.460
H 2.837 1.316 2.739
H 2.567 -0.510 2.165
H -0.824 2.086 -0.830
H 0.491 1.228 -2.561
H 0.366 -1.241 -2.988
H -0.259 -2.762 -1.104
H -2.198 0.643 0.799
H -2.315 0.249 -1.102
*
```

E_HOMO: -8.44 eV
energy relative to the best compared isomer or geometry (same formula, charge and spin): 0.0 kcal/mol
LUMO level: 0.93 eV
SMILES: CC#C[C@H]1C=CC=C(F)C1
frontier orbital gap: 9.37 eV

=====

Entry 6:
Molecular formula: C9H9F2NO15V
Method: DFT, ωB97M-V with the def2-TZVPD basis set

The geometry in ORCA input format:
```
! RIJCOSX wB97M-V def2-TZVPD def2/J DEFGRID3
* xyz -2 4
O 0.040 -0.224 1.736
V 0.352 1.265 1.874
C -1.021 2.967 3.423
O -0.456 3.696 4.334
O -0.532 3.198 2.235
O -0.834 1.683 3.663
C 2.633 1.863 3.237
O 2.320 2.393 2.119
O 1.854 0.870 3.500
O 2.616 2.771 4.161
C 1.450 -3.745 -0.514
N 0.554 -2.836 -1.236
O 0.604 -2.856 -2.542
O -0.245 -2.133 -0.523
H 1.969 -3.170 0.259
H 2.197 -4.191 -1.165
H 0.801 -4.457 0.009
C -4.824 0.033 0.522
C -4.118 -1.004 -0.363
O -2.813 -0.582 -0.391
C -2.706 0.670 0.102
O -1.694 1.271 0.144
O -3.938 1.134 0.415
F -4.670 -0.955 -1.630
H -4.833 -0.335 1.550
H -5.831 0.203 0.153
H -4.229 -2.034 -0.030
C 2.277 -0.266 -3.147
C 3.430 0.724 -2.867
O 3.075 1.249 -1.595
C 1.815 0.902 -1.279
O 1.183 1.315 -0.362
O 1.335 0.046 -2.141
F 3.522 1.698 -3.802
H 2.516 -1.325 -3.063
H 1.826 -0.058 -4.117
H 4.375 0.222 -2.667
*
```

<S²>: 3.786
E_HOMO (spin up / spin down): 0.80 / -1.41 eV
LUMO level (spin up / spin down): 4.62 / 3.26 eV
frontier orbital gap (spin up / spin down): 3.81 / 4.68 eV

=====

Entry 7:
Molecular formula: C9H9F3O5Sn
Method: DFT, ωB97M-V with the def2-TZVPD basis set

The geometry in ORCA input format:
```
! RIJCOSX wB97M-V def2-TZVPD def2/J DEFGRID3
* xyz 2 1
O -1.818 0.267 2.979
C -2.023 1.009 1.861
O -2.150 2.491 1.864
C -2.070 0.163 0.433
C -0.618 0.279 -0.387
C -0.156 -1.221 -0.962
C 0.325 -2.251 0.220
C 1.922 -2.192 0.586
F 2.480 -3.391 1.317
C 2.858 -1.068 0.314
F 3.395 -0.688 -1.018
F 3.348 -0.273 1.496
C -0.602 1.428 -1.585
O -0.231 2.689 -0.914
C 0.673 2.235 0.184
O 1.762 2.830 0.702
O 0.227 0.909 0.654
H -1.360 2.921 2.309
H -2.940 0.532 -0.272
H -2.289 -0.951 0.720
H -1.160 -1.682 -1.415
H 0.587 -1.140 -1.875
H -0.375 -2.070 1.145
H 0.099 -3.349 -0.156
H 0.362 1.100 -2.200
H -1.492 1.449 -2.357
Sn 1.245 -0.024 -3.643
*
```

E_HOMO: -15.78 eV
energy relative to the best compared isomer or geometry (same formula, charge and spin): 107.1 kcal/mol
LUMO level: -12.14 eV
frontier orbital gap: 3.64 eV

=====

Entry 8:
Molecular formula: C9H9IN2O2S
Method: DFT, ωB97M-V with the def2-TZVPD basis set

The geometry in ORCA input format:
```
! RIJCOSX wB97M-V def2-TZVPD def2/J DEFGRID3
* xyz 0 1
C -1.284 -1.520 -2.050
C -1.190 -2.227 -1.083
C 3.274 -1.577 0.082
C 2.207 -1.728 1.037
C 3.153 -0.458 -0.794
C 1.052 -0.136 -0.146
C -2.368 1.485 -1.640
C -1.546 2.164 2.254
C -1.205 0.398 0.190
N 1.067 -0.997 0.901
N 2.093 0.282 -0.861
O 0.000 0.554 -0.595
O -2.251 0.866 -0.471
S -1.128 0.444 1.914
I -1.266 -2.993 0.759
H 4.117 -2.199 0.078
H 2.198 -2.407 1.839
H 4.018 -0.193 -1.364
H -1.259 -0.854 -2.807
H -1.497 1.635 -2.307
H -3.372 1.741 -2.049
H -1.791 2.714 1.314
H -0.769 2.861 2.675
H -2.252 2.145 3.125
*
```

E_HOMO: -7.17 eV
energy relative to the best compared isomer or geometry (same formula, charge and spin): 30.3 kcal/mol
LUMO level: -0.03 eV
frontier orbital gap: 7.14 eV

=====

Entry 9:
Molecular formula: C9H9IN2O3
Method: DFT, ωB97M-V with the def2-TZVPD basis set

The geometry in ORCA input format:
```
! RIJCOSX wB97M-V def2-TZVPD def2/J DEFGRID3
* xyz 0 1
C 2.212 -0.975 1.003
C 0.398 -2.208 0.147
C 1.539 -2.142 0.895
C 1.690 0.239 0.408
C 0.550 0.063 -0.377
C -1.117 1.939 -0.224
C 3.301 -1.221 -2.557
C -1.751 1.654 -1.545
C -2.178 -0.254 2.196
N -0.020 -1.032 -0.448
N -1.398 1.344 0.887
O 2.881 -1.224 -3.624
O 3.697 -1.272 -1.480
O -2.115 0.247 0.881
I 2.611 2.064 0.760
H 3.125 -0.918 1.603
H -0.471 -2.909 0.070
H -0.580 2.833 -0.173
H -2.799 1.733 -1.529
H -1.307 2.297 -2.341
H -1.612 0.698 -1.931
H -1.211 -0.694 2.455
H -3.011 -0.909 2.101
H -2.438 0.648 2.822
*
```

E_HOMO: -7.99 eV
energy relative to the best compared isomer or geometry (same formula, charge and spin): 35.1 kcal/mol
LUMO level: -1.60 eV
frontier orbital gap: 6.39 eV

=====

Entry 10:
Molecular formula: C9H9IO
Method: DFT, ωB97M-V with the def2-TZVPD basis set

The geometry in ORCA input format:
```
! RIJCOSX wB97M-V def2-TZVPD def2/J DEFGRID3
* xyz 0 1
C -1.405 -3.133 0.234
C -1.381 -1.835 0.535
C -1.254 -0.652 -0.508
O -1.485 -1.130 -1.716
I -3.380 0.344 0.140
C -0.250 0.387 -0.226
C 0.754 0.242 0.766
C 1.712 1.294 0.983
C 1.500 2.565 0.471
C 0.412 2.676 -0.387
C -0.405 1.675 -0.764
H -1.888 -3.915 0.831
H -1.341 -3.617 -0.727
H -1.341 -1.459 1.588
H -1.451 -0.464 -2.340
H 0.896 -0.840 1.206
H 2.587 1.173 1.647
H 2.152 3.365 0.866
H 0.358 3.629 -1.104
H -1.175 1.888 -1.613
*
```

E_HOMO: -8.70 eV
energy relative to the best compared isomer or geometry (same formula, charge and spin): 24.6 kcal/mol
LUMO level: -0.43 eV
SMILES: C=C[C@@](O)(I)c1ccccc1
frontier orbital gap: 8.28 eV

=====

Entry 11:
Molecular formula: C9H9N
Method: DFT, ωB97M-V with the def2-TZVPD basis set

The geometry in ORCA input format:
```
! RIJCOSX wB97M-V def2-TZVPD def2/J DEFGRID3
* xyz 0 1
C 3.428 0.323 0.165
C 2.235 -0.138 0.519
N 0.941 -0.259 -0.262
C 0.294 0.876 -1.108
C -1.092 0.576 -0.426
C -2.324 0.029 -0.955
C -2.527 -1.083 -0.218
C -1.482 -1.136 0.845
C -1.109 0.571 1.052
C -0.295 -0.426 0.477
H 4.238 0.217 0.882
H 3.519 0.946 -0.758
H 2.054 -1.032 1.238
H 0.386 0.756 -2.155
H 0.699 1.776 -0.957
H -2.903 0.319 -1.734
H -3.416 -1.722 -0.178
H -1.649 -1.816 1.677
H -0.998 1.223 1.895
*
```

E_HOMO: -8.06 eV
energy relative to the best compared isomer or geometry (same formula, charge and spin): 160.5 kcal/mol
LUMO level: 1.07 eV
SMILES: C=CN1C[C@]23C=C[C@@H]4[C@H]2[C@@]413
frontier orbital gap: 9.13 eV

=====

Entry 12:
Molecular formula: C9H9N
Method: DFT, ωB97M-V with the def2-TZVPD basis set

The geometry in ORCA input format:
```
! RIJCOSX wB97M-V def2-TZVPD def2/J DEFGRID3
* xyz 0 1
C -0.453 -1.333 -1.596
C -1.413 -1.240 -0.883
C -2.416 -1.314 0.080
C -2.878 -0.416 0.998
N -2.316 0.791 1.223
C -1.227 1.356 0.650
C -0.184 1.703 0.138
C 1.074 2.104 -0.312
H 0.266 -1.652 -2.282
H -2.832 -2.265 0.087
H -3.706 -0.681 1.615
H -2.846 1.301 1.892
H 0.802 2.738 -1.296
H 1.796 1.359 -0.502
H 1.486 2.919 0.218
C 3.336 -2.056 -0.031
C 2.453 -2.306 0.741
H 4.181 -1.699 -0.593
H 1.566 -2.362 1.343
*
```

E_HOMO: -7.47 eV
energy relative to the best compared isomer or geometry (same formula, charge and spin): 159.7 kcal/mol
LUMO level: 0.78 eV
SMILES: C#C/C=C\NC#CC.C#C
frontier orbital gap: 8.25 eV